{"formula": "C5H11N3O", "method": "ωB97M-V/def2-TZVPD", "max_force_ev_per_a": 3.65, "e_tot_ha": -435.82734, "spin_multiplicity": 1, "orbital_gap_ev": 8.5, "charge": 2, "symbols": ["C", "C", "C", "C", "C", "N", "N", "N", "O", "H", "H", "H", "H", "H", "H", "H", "H", "H", "H", "H"], "coordinates": [[3.6426, 1.4795, 0.9094], [2.2457, -0.2609, -0.3427], [-2.5049, 0.8057, -0.5865], [-1.4794, 0.0095, -0.3203], [-1.8478, -2.1539, 0.1126], [2.8301, 0.5612, 0.2322], [1.6455, -1.2581, -0.9414], [-2.8622, 1.8958, 0.1083], [-0.9634, -1.0751, -0.1606], [3.7756, 2.4652, 0.3610], [4.7542, 1.1133, 1.0627], [3.1440, 1.7003, 1.8385], [-2.8777, 0.5709, -1.5206], [-1.3367, -3.0571, -0.0473], [-2.8433, -1.9163, -0.3317], [-1.9292, -2.0355, 1.1542], [0.8298, -1.8205, -0.5679], [2.1653, -1.5425, -1.8120], [-3.6993, 2.4007, -0.2628], [-2.6887, 2.1176, 1.1149]]}



{"formula": "C27H38AsBN12OS5W", "method": "ωB97M-V/def2-TZVPD", "max_force_ev_per_a": 1.12, "e_tot_ha": -6102.64735, "spin_multiplicity": 4, "orbital_gap_ev": [6.1, 5.0], "charge": 1, "symbols": ["W", "C", "C", "C", "C", "N", "N", "B", "N", "C", "C", "C", "C", "N", "N", "C", "C", "C", "C", "N", "N", "C", "C", "C", "C", "N", "H", "H", "H", "H", "H", "H", "H", "H", "H", "H", "H", "H", "H", "H", "H", "H", "H", "H", "H", "H", "S", "As", "S", "S", "S", "C", "N", "C", "C", "S", "N", "C", "C", "H", "H", "H", "H", "H", "H", "H", "H", "H", "H", "H", "H", "N", "C", "O", "C", "C", "C", "C", "N", "C", "H", "H", "H", "H", "H", "H"], "coordinates": [[0.3458, 0.2586, -0.3347], [1.0830, 0.1867, -3.9913], [-0.2128, -0.3636, -3.5001], [-1.2712, -0.8176, -4.2809], [-2.2385, -1.2337, -3.3894], [-1.7832, -1.0450, -2.1483], [-0.5334, -0.5106, -2.1973], [-2.4702, -1.4186, -0.8029], [-1.4453, -2.2104, 0.0447], [-1.5940, -3.4025, 0.6284], [-0.4373, -3.7105, 1.3063], [0.4198, -2.6357, 1.1023], [1.8093, -2.5393, 1.6320], [-0.2104, -1.7130, 0.3386], [-2.7575, -0.1083, -0.0230], [-3.9169, 0.3812, 0.4314], [-3.6496, 1.5460, 1.1238], [-2.2691, 1.7137, 1.0605], [-1.5020, 2.8254, 1.6887], [-1.7266, 0.7027, 0.3602], [-3.6761, -2.2709, -1.1139], [-3.6071, -3.4807, -1.7388], [-4.8801, -3.8744, -2.0356], [-5.7033, -2.8233, -1.5653], [-7.1922, -2.7158, -1.6471], [-4.9719, -1.8685, -1.0234], [1.3079, -0.2445, -4.9651], [1.8995, -0.0455, -3.3136], [1.0314, 1.2709, -4.1102], [-1.3154, -0.8549, -5.3559], [-3.2182, -1.6459, -3.5699], [-2.5091, -3.9613, 0.5313], [-0.2299, -4.5946, 1.8842], [1.8669, -3.0930, 2.5679], [2.1108, -1.5180, 1.8290], [2.5181, -2.9820, 0.9304], [-4.8333, -0.1409, 0.2144], [-4.3582, 2.1869, 1.6227], [-2.1726, 3.6505, 1.9244], [-0.7070, 3.1957, 1.0435], [-1.0386, 2.4801, 2.6164], [-2.6597, -3.9566, -1.9415], [-5.1900, -4.7852, -2.5207], [-7.6117, -3.5947, -2.1311], [-7.4806, -1.8312, -2.2147], [-7.6261, -2.6240, -0.6513], [4.5349, 0.1026, 2.1967], [3.4049, 0.8910, 0.6184], [1.4197, 1.7607, 1.1802], [2.5383, -0.5435, -0.8596], [4.6690, 2.3415, -0.2151], [-2.5770, -0.5738, 4.8106], [-1.5353, 0.2878, 5.3416], [-2.0308, 1.4270, 6.1091], [-0.2934, 0.3131, 4.7698], [-0.0322, -0.3274, 3.2247], [0.7078, 0.8425, 5.5004], [0.6933, 0.8406, 6.9628], [1.9824, 1.1687, 4.8785], [-3.2557, -0.8361, 5.6239], [-2.1351, -1.4803, 4.4108], [-3.1414, -0.0819, 4.0111], [-2.9509, 1.7894, 5.6443], [-1.3047, 2.2351, 6.0999], [-2.2541, 1.1613, 7.1444], [-0.1094, 0.2109, 7.3328], [0.5825, 1.8451, 7.3756], [1.6384, 0.4278, 7.3162], [1.8451, 1.8607, 4.0502], [2.4855, 0.2776, 4.5000], [2.6178, 1.6453, 5.6221], [-3.5130, 4.2250, -1.4002], [-2.4814, 4.7063, -2.1379], [-2.5717, 5.6645, -2.8729], [-1.1622, 4.0021, -1.9610], [0.0062, 4.7552, -2.0364], [1.2227, 4.1009, -1.9436], [1.2292, 2.7442, -1.7025], [0.1039, 2.0273, -1.5132], [-1.0650, 2.6488, -1.7307], [-4.3884, 4.7197, -1.4514], [-3.4326, 3.4555, -0.7567], [-0.0633, 5.8231, -2.1999], [2.1592, 4.6290, -2.0505], [2.1595, 2.1969, -1.7104], [-1.9480, 2.0230, -1.7160]]}



{"formula": "C10H34O12P2", "method": "ωB97M-V/def2-TZVPD", "max_force_ev_per_a": 1.37, "e_tot_ha": -1987.10310, "spin_multiplicity": 1, "smiles": "COP(=O)(OC)OC.COP(=O)(OC)OC.CO.CO.CO.CO", "orbital_gap_ev": 10.2, "symbols": ["C", "O", "P", "O", "O", "C", "O", "C", "H", "H", "H", "H", "H", "H", "H", "H", "H", "C", "O", "P", "O", "O", "C", "O", "C", "H", "H", "H", "H", "H", "H", "H", "H", "H", "C", "O", "H", "H", "H", "H", "C", "O", "H", "H", "H", "H", "C", "O", "H", "H", "H", "H", "C", "O", "H", "H", "H", "H"], "coordinates": [[2.7141, -0.9445, -3.4586], [3.5322, -1.8079, -2.6924], [3.4313, -1.8324, -1.1124], [4.5318, -2.5007, -0.4132], [3.2004, -0.2842, -0.7072], [4.2207, 0.4107, 0.0248], [2.0011, -2.4554, -0.9190], [1.3996, -2.5688, 0.3654], [2.0450, -0.3283, -2.8547], [2.1098, -1.4672, -4.1995], [3.3372, -0.2285, -4.0069], [5.2063, -0.0004, -0.1980], [4.0297, 0.3850, 1.0945], [4.2206, 1.4364, -0.3474], [2.0615, -2.2084, 1.1602], [1.2245, -3.6144, 0.6107], [0.4840, -1.9844, 0.4044], [-4.4575, 2.1273, 1.1327], [-3.6940, 1.1302, 0.4489], [-3.7045, -0.3497, 1.0078], [-3.0226, -1.3350, 0.1451], [-5.2771, -0.6186, 1.1969], [-5.7006, -1.7777, 1.8746], [-3.1554, -0.2636, 2.5156], [-2.2028, -1.2150, 2.9842], [-4.1930, 3.1090, 0.7482], [-4.2297, 2.1517, 2.2016], [-5.5243, 1.9478, 1.0091], [-6.5431, -1.5428, 2.5307], [-4.9658, -2.2500, 2.5268], [-6.0793, -2.5075, 1.1599], [-1.6279, -0.7211, 3.7631], [-1.4939, -1.4577, 2.1922], [-2.6699, -2.1255, 3.3542], [1.7197, 3.2545, -3.2612], [2.0069, 2.6030, -2.0402], [2.3780, 4.1102, -3.4519], [1.8735, 2.5657, -4.0994], [0.6975, 3.6194, -3.2530], [2.8689, 2.1853, -2.0492], [2.1341, 0.4149, 3.6498], [0.9678, -0.3764, 3.4365], [2.2222, 0.6617, 4.7097], [3.0221, -0.1433, 3.3477], [2.0879, 1.3513, 3.0919], [0.5521, -0.5363, 4.2831], [0.2657, 0.9653, 0.4832], [0.4091, 2.3691, 0.4393], [1.2186, 0.4275, 0.4559], [-0.1893, 0.6429, 1.4209], [-0.3522, 0.5809, -0.3362], [0.9619, 2.5373, -0.3380], [-0.8913, -0.2568, -2.9654], [-1.0246, -0.7073, -4.3260], [-0.1207, -0.8532, -2.4848], [-0.5731, 0.7887, -3.0235], [-1.8345, -0.4019, -2.4354], [-1.6086, -0.1109, -4.7962]]}